Density functional theory data (the ωB97M-V functional and the def2-TZVPD basis) for a structure of composition C25H53BCl2InO10.

The geometry in ORCA input format:
```
! wB97M-V def2-TZVPD RIJCOSX def2/J DEFGRID3
* xyz -1 1
In 0.946 1.301 -2.242
Cl 1.361 1.806 1.076
Cl 1.667 5.065 0.881
O -5.151 -1.856 1.177
O -0.011 -5.522 2.545
O -1.197 4.550 -4.239
O -5.283 -0.552 2.935
O 8.031 -1.671 3.013
O 1.770 -1.840 -1.425
O 0.759 5.324 -3.657
O 6.395 -0.234 3.264
O -0.342 -4.825 0.492
O 3.209 -0.870 -2.979
C -1.290 -0.639 -0.600
C 2.150 -1.838 -0.056
C -0.553 -5.700 1.486
C -2.215 3.637 -6.256
C 4.885 0.422 5.068
C -0.035 6.138 -5.745
C -1.518 -6.849 1.282
C -0.465 4.141 -0.534
C -2.798 1.381 -0.452
C -4.917 -0.214 4.276
C 6.120 -2.538 4.123
C -0.123 5.339 -4.464
C -2.363 4.554 -5.059
C 1.598 2.634 -0.516
C -2.260 -4.601 -0.991
C 6.915 -1.467 3.410
C -2.081 0.399 -1.393
C 3.638 -1.592 0.168
C -1.252 1.081 -2.501
C -0.815 -5.031 -0.849
C -4.698 -1.561 2.247
C 5.035 0.077 3.602
C -3.458 -2.213 2.812
C 1.042 4.019 -0.549
C -3.726 0.721 4.323
B 2.101 -0.699 -2.163
H 2.678 2.714 -0.645
H 4.785 0.939 2.986
H -3.421 -3.245 2.471
H -1.606 -7.186 0.253
H -0.759 5.187 -0.438
H -0.663 -6.070 -1.148
H 4.242 -2.102 -0.582
H 3.601 -0.005 -3.157
H 5.543 1.251 5.327
H -0.895 -1.386 -1.291
H -3.154 4.190 -4.404
H -3.406 -2.210 3.896
H -1.986 -1.163 0.073
H -0.994 6.425 -6.167
H -2.888 -0.166 -1.885
H 4.367 -0.728 3.298
H 1.541 2.180 -3.688
H -2.501 -6.534 1.631
H -1.971 2.630 -5.919
H 6.401 -2.525 5.177
H -5.801 0.279 4.679
H 1.476 4.517 -1.413
H 0.507 5.540 -6.478
H -0.864 3.764 -1.477
H -3.931 1.618 3.740
H -2.210 1.613 0.439
H -1.719 2.040 -2.752
H 6.407 -3.498 3.702
H -3.147 3.604 -6.823
H 5.141 -0.423 5.710
H 1.864 -2.810 0.351
H -3.738 0.919 -0.130
H -1.182 -7.678 1.899
H -2.590 -1.686 2.414
H -1.341 0.461 -3.403
H -2.830 0.256 3.912
H -3.518 1.013 5.354
H -2.369 -3.555 -0.703
H -3.062 2.291 -0.995
H 3.855 0.714 5.277
H -4.755 -1.114 4.870
H 3.911 -1.942 1.169
H 5.042 -2.430 4.047
H 1.577 -1.083 0.496
H 0.542 7.035 -5.537
H -2.600 -4.711 -2.021
H -0.162 -4.417 -1.466
H -0.507 -0.193 0.017
H -2.632 5.571 -5.351
H 3.862 -0.523 0.142
H -1.418 3.972 -6.920
H -2.909 -5.197 -0.349
H -0.880 3.585 0.307
*
```

The value obtained for the total energy is -78157.114 eV. The calculation puts the energy above the lowest of the compared OMol25 structures with the same formula, charge and spin at 0.000 eV. The calculation puts the gap between HOMO and LUMO at 6.73 eV. For the LUMO energy, the calculation gives 2.267 eV.

Density functional theory data (the ωB97M-V functional and the def2-TZVPD basis) for a cluster of 6 separate species, C25H53N9O7Si in total in a non-equilibrium geometry.

The geometry in ORCA input format:
```
! wB97M-V def2-TZVPD RIJCOSX def2/J DEFGRID3
* xyz 0 1
Si -1.167 0.805 3.178
O -1.253 -2.037 -2.201
O 1.087 -2.445 4.384
O -5.474 -8.126 -2.823
O 4.114 5.185 -0.442
O 1.284 4.552 -3.899
O -0.629 -0.300 -3.393
O -2.345 -6.622 0.596
N -1.251 -7.236 -1.259
N 0.135 2.349 1.265
N 3.052 -3.474 4.079
N -5.151 -6.732 -1.100
N 0.930 0.111 1.470
N 2.730 5.550 1.281
N 0.995 2.573 0.281
N 1.120 6.720 -3.383
N 1.790 0.332 0.490
C 1.754 1.541 -0.057
C -1.633 -4.847 -0.850
C -1.776 -6.291 -0.437
C 3.026 -1.041 4.411
C -1.489 -0.978 -2.587
C 0.057 5.910 -5.445
C -5.955 -7.426 -1.943
C -0.465 1.405 4.825
C -7.448 -7.301 -1.750
C 0.715 8.103 -3.553
C 0.293 0.402 -2.526
C 0.864 5.661 -4.193
C -0.549 -7.044 -2.515
C 1.992 2.297 -2.472
C 2.302 -2.360 4.294
C 1.321 1.208 -3.306
C 2.700 1.775 -1.211
C -5.528 -5.858 -0.004
C 3.876 5.791 0.593
C 0.134 1.128 1.790
C -2.767 1.662 2.669
C -1.520 -1.051 3.237
C 4.825 6.824 1.152
C 4.492 -3.575 3.942
C 2.275 6.163 2.515
H -5.122 -4.862 -0.191
H -3.627 1.276 3.221
H 0.572 6.620 -6.094
H 2.299 -0.252 4.578
H 0.200 0.626 5.204
H -4.168 -6.862 -1.283
H 1.605 8.733 -3.596
H -0.060 4.973 -5.980
H 0.142 2.293 4.623
H -6.606 -5.789 0.107
H 0.452 -7.471 -2.434
H -0.469 -5.993 -2.771
H 0.137 8.240 -4.461
H 5.170 6.527 2.143
H 1.330 3.127 -2.263
H -7.762 -6.264 -1.877
H 0.112 8.406 -2.696
H 3.485 2.461 -0.879
H 1.313 6.648 2.339
H -7.952 -7.910 -2.494
H -2.127 -4.675 -1.807
H 3.719 -1.060 5.253
H -2.099 -4.214 -0.101
H 0.817 -0.328 -1.899
H -1.161 -1.471 4.178
H 4.971 -2.606 4.033
H 5.686 6.902 0.494
H -0.580 -4.576 -0.925
H 2.062 0.556 -3.777
H 2.768 2.724 -3.107
H 2.505 -4.318 4.010
H 3.569 -0.823 3.489
H -5.093 -6.247 0.917
H 4.879 -4.240 4.717
H -1.270 1.616 5.530
H 2.143 4.848 0.851
H -0.292 1.111 -1.918
H -2.424 -0.489 -2.267
H 4.730 -4.001 2.966
H 3.197 0.838 -1.477
H -1.011 -1.571 2.422
H -2.588 -1.280 3.158
H -7.734 -7.654 -0.758
H 4.338 7.799 1.206
H 2.139 5.386 3.270
H -2.701 2.739 2.870
H -1.089 -7.566 -3.307
H -2.985 1.574 1.601
H -0.932 6.292 -5.189
H 1.665 6.479 -2.568
H -1.383 -8.178 -0.925
H 2.984 6.897 2.882
H 0.784 1.707 -4.120
*
```

The value obtained for the total energy is -62405.875 eV. The SMILES is C[Si](C)(C)c1nnc(CCCCOC=O)nn1.CNC(C)=O.CNC(C)=O.CNC(C)=O.CNC(C)=O.CNC(C)=O. The calculation puts the gap between HOMO and LUMO at 8.28 eV. For the LUMO energy, the calculation gives -0.682 eV.

Density functional theory data (the ωB97M-V functional and the def2-TZVPD basis) for a structure of composition C25H54AlN4O33S in a non-equilibrium geometry.

The geometry in ORCA input format:
```
! wB97M-V def2-TZVPD RIJCOSX def2/J DEFGRID3
* xyz 1 1
S 0.234 -1.144 -0.082
Al 0.400 2.160 -0.493
O 0.473 -4.840 -3.427
O -3.339 2.434 -4.074
O 0.834 2.092 -3.354
O 4.942 0.163 -1.591
O 4.152 1.172 3.113
O -1.005 -0.459 0.289
O -1.987 -3.116 -4.620
O 2.597 2.250 1.692
O -1.958 1.931 -2.298
O -2.500 -1.948 4.525
O -4.354 2.579 1.021
O 4.980 -3.224 1.997
O -1.300 -5.934 2.710
O 1.900 -5.883 -2.311
O 5.359 2.140 -0.834
O 2.124 3.120 -5.008
O 0.180 -2.628 -0.036
O 3.111 2.939 3.791
O 3.232 1.741 -1.585
O 1.222 -0.522 0.682
O 4.652 -4.604 0.284
O -1.005 -7.937 1.930
O -2.267 2.981 0.489
O -0.213 1.875 2.473
O -3.812 0.613 -2.931
O 0.463 -0.592 -1.404
O -1.344 2.195 4.371
O -3.772 -1.589 2.663
O -4.058 4.288 -0.099
O -0.509 0.295 4.054
O 1.351 1.087 -5.286
O -3.081 -4.717 -3.695
O -4.050 -0.364 4.419
N -2.380 -3.741 -3.659
N 4.261 -3.897 1.234
N 1.571 -4.897 -2.880
N -1.016 -6.686 1.800
C -0.676 1.482 3.524
C -0.533 -6.152 0.474
C -4.053 1.557 1.934
C 2.036 3.879 3.751
C -2.913 1.697 -3.050
C -2.572 3.633 -4.404
C 4.300 -0.054 2.317
C 0.632 -0.127 -4.964
C 1.406 2.114 -4.408
C 0.192 -0.829 3.503
C 3.212 2.114 2.768
C -3.828 0.186 5.675
C -1.726 3.626 4.043
C 4.388 1.432 -1.366
C 5.168 3.578 -0.726
C -3.308 5.297 -0.800
C 2.560 -3.767 -3.074
C -3.117 -2.611 1.871
C -3.446 3.287 0.476
C 3.937 -0.910 -1.603
C -3.625 -0.230 -1.757
C 2.794 -3.725 1.364
C 2.288 4.348 -4.356
C -1.965 -3.168 -2.285
C -3.319 -1.320 3.919
H 0.369 -1.532 4.317
H -2.868 4.791 -1.659
H 4.854 -0.845 2.823
H 2.465 -4.431 2.127
H 3.256 4.822 -4.514
H -1.474 3.992 3.047
H 0.210 -5.366 0.610
H 2.547 -2.696 1.627
H 0.626 -0.278 -3.885
H -3.748 -0.713 6.287
H 1.042 3.454 3.612
H 3.370 -0.852 -0.674
H -4.988 1.054 2.179
H -0.025 -6.943 -0.076
H 2.093 -2.851 -2.711
H -2.892 0.733 5.789
H 1.189 -0.990 -5.328
H -2.435 5.717 -0.300
H -0.325 -0.237 -5.475
H -4.681 0.717 6.097
H -3.856 0.350 -0.863
H -3.253 4.234 -5.006
H -4.280 -1.101 -1.747
H 1.631 5.043 -4.878
H -3.491 2.008 2.752
H 2.346 -3.995 0.408
H -3.114 -3.540 2.441
H 3.461 -4.020 -2.515
H -0.442 -1.320 2.764
H -2.814 3.691 4.000
H -3.845 6.105 -1.299
H 1.167 -0.520 3.127
H 4.961 4.035 -1.694
H -2.094 -2.280 1.692
H 2.793 -3.685 -4.136
H 2.162 4.372 -3.273
H -1.383 -3.909 -1.736
H -1.654 3.459 -4.965
H -3.379 0.831 1.479
H 2.190 4.585 2.935
H 4.318 -1.929 -1.659
H 3.138 -0.784 -2.334
H 4.332 3.804 -0.065
H 3.357 -0.438 1.927
H 2.073 4.446 4.681
H -1.442 -2.220 -2.411
H 5.996 4.147 -0.304
H -1.381 -5.701 -0.041
H -3.588 -2.815 0.909
H -2.324 4.140 -3.471
H -2.938 -3.146 -1.794
H -2.666 -0.739 -1.664
H -1.382 4.431 4.692
H 4.896 0.247 1.456
*
```

The value obtained for the total energy is -117733.988 eV. The calculation puts the energy above the lowest of the compared OMol25 structures with the same formula, charge and spin at 0.531 eV. The calculation puts the gap between HOMO and LUMO at 2.59 eV. For the LUMO energy, the calculation gives -10.124 eV.